1.
{"formula": "C4H12O2", "method": "ωB97M-V/def2-TZVPD", "energy_ev": -8436.4627, "orbital_gap_ev": 10.28, "lumo_energy_ev": 0.6, "smiles": "C=C(C)C.O.O", "fmax_ev_per_a": 2.5, "elements": ["H", "H", "C", "H", "H", "H", "O", "O", "C", "H", "C", "H", "C", "H", "H", "H", "H", "H"], "xyz": [[-2.457, 2.129, -0.457], [0.233, 1.353, 1.218], [-0.789, -0.996, 1.451], [-0.968, -0.314, 2.273], [-0.484, -2.327, -0.902], [-1.224, 2.555, 0.146], [2.905, 0.297, -1.012], [-2.038, 2.952, -0.214], [-0.187, -0.409, 0.207], [0.804, -1.376, -1.365], [-0.243, -1.284, -1.020], [0.828, 1.292, -0.531], [0.236, 0.855, 0.261], [-1.755, -1.516, 1.353], [2.391, -0.276, -0.433], [-0.722, -0.801, -1.856], [-0.190, -1.834, 1.857], [3.658, -0.301, -0.976]], "atomic_forces_ev_per_a": [[-0.7002, -0.1652, -0.3525], [-0.0571, 0.1993, 0.1080], [-0.4643, -1.4478, 0.8234], [0.3701, 0.4652, 0.0012], [-0.8697, -0.0842, 0.4131], [-0.1083, 0.6586, -0.0579], [0.3411, -1.0445, 0.4263], [0.6872, -0.4217, 0.3599], [-1.5512, -0.0288, 0.7139], [-0.1734, 0.1491, -0.1733], [2.4244, 0.4550, -0.3170], [-0.3473, 0.2626, -0.2179], [0.8466, -0.7699, -0.2225], [0.0514, 0.3418, -0.7176], [-1.0976, 0.5826, 0.2773], [-0.5810, -0.0474, -0.1376], [0.2353, 0.4430, -0.2107], [0.9940, 0.4522, -0.7162]]}

2.
{"formula": "C3H3N3O2", "method": "ωB97M-V/def2-TZVPD", "energy_ev": -11721.3102, "orbital_gap_ev": 10.33, "lumo_energy_ev": 0.2, "smiles": "[H]/N=C1/N=COC=NO1", "fmax_ev_per_a": 4.7, "elements": ["C", "N", "C", "O", "H", "O", "H", "C", "N", "H", "N"], "xyz": [[0.598, 0.287, 0.952], [0.273, 0.956, -1.361], [-0.348, -0.102, -1.668], [0.177, 1.270, 0.010], [-0.499, -0.405, -2.725], [-1.090, -0.948, -0.930], [2.158, 1.188, 1.185], [-0.981, -1.225, 0.442], [1.675, 0.405, 1.562], [-1.704, -1.959, 0.586], [-0.271, -0.669, 1.223]], "atomic_forces_ev_per_a": [[1.1838, 2.3231, -1.2053], [-0.0043, -0.7602, 0.0803], [-0.5567, -0.0641, -1.3243], [0.0939, 0.2888, 0.6381], [0.6750, 0.6083, 0.6675], [-0.1809, -0.7157, 0.6325], [0.7225, 0.8815, -0.3105], [-1.7434, 0.1292, -4.3765], [0.1955, -0.5526, 0.5845], [-1.0059, -1.3097, 0.8740], [0.6205, -0.8286, 3.7397]]}

3.
{"formula": "C2H4N2", "method": "ωB97M-V/def2-TZVPD", "energy_ev": -5116.8460, "orbital_gap_ev": 10.03, "lumo_energy_ev": 0.4, "smiles": "[H]/N=C/C=N/[H]", "fmax_ev_per_a": 4.0, "elements": ["N", "N", "H", "H", "H", "H", "C", "C"], "xyz": [[1.341, 0.776, -0.051], [-1.331, 0.779, -0.051], [-2.322, 0.893, 0.066], [-1.307, -1.401, 0.016], [2.327, 0.915, 0.001], [1.298, -1.337, 0.212], [0.746, -0.305, -0.092], [-0.753, -0.321, -0.102]], "atomic_forces_ev_per_a": [[-0.6065, 2.0404, -0.9161], [0.2673, 1.2413, -0.1316], [-0.4401, -0.8144, -0.1043], [1.3820, 2.3692, -0.4327], [0.6781, -0.8845, 0.2872], [-1.3057, 1.8432, -1.1686], [1.6398, -3.1898, 1.8008], [-1.6148, -2.6055, 0.6653]]}

4.
{"formula": "C30H22ClCo2N2O6", "method": "ωB97M-V/def2-TZVPD", "energy_ev": -134506.4136, "orbital_gap_ev": 5.69, "total_charge": -1, "lumo_energy_ev": 2.3, "fmax_ev_per_a": 5.6, "elements": ["C", "C", "N", "N", "C", "H", "O", "C", "C", "C", "H", "C", "O", "C", "H", "O", "O", "H", "C", "H", "C", "Cl", "H", "C", "C", "H", "H", "H", "H", "C", "C", "C", "H", "H", "C", "C", "H", "C", "H", "C", "C", "H", "H", "H", "C", "C", "C", "Co", "O", "H", "H", "C", "C", "Co", "C", "C", "H", "C", "C", "C", "H", "O", "H"], "xyz": [[0.752, -3.117, 3.650], [-2.744, -2.498, 2.884], [-0.208, 3.111, -0.919], [-0.286, 1.538, -2.513], [-1.574, 4.842, -2.119], [-3.396, -4.477, 0.178], [3.937, -1.163, 1.998], [1.869, 1.811, -1.325], [2.613, 0.919, -0.560], [-2.197, 5.084, -3.348], [-1.648, 2.062, -4.926], [-0.347, -2.339, 3.425], [1.487, -6.772, 3.247], [0.100, 0.417, -3.329], [-0.409, 4.719, 0.382], [4.614, -4.274, 1.706], [0.537, 1.045, 3.247], [1.108, -3.375, 4.659], [-3.588, -3.792, 0.998], [5.738, 1.835, -1.565], [1.573, -5.682, 2.871], [4.674, 3.802, -3.347], [-6.148, -2.151, 2.558], [2.507, 2.700, -2.192], [-4.079, -2.097, 3.175], [-2.645, 6.061, -3.543], [4.593, 0.238, -0.032], [1.092, 0.563, -3.781], [-1.535, -3.831, 1.696], [0.964, -4.337, 0.692], [2.868, -1.573, 2.197], [-1.096, 2.573, -2.913], [1.942, 3.393, -2.807], [-1.477, 5.590, -1.332], [-1.634, -1.975, 3.643], [-2.242, 4.098, -4.352], [1.278, 4.282, 0.011], [0.318, -1.748, 0.915], [-0.632, 0.284, -4.127], [-1.669, 2.837, -4.160], [4.006, 0.926, -0.638], [0.032, 1.069, -0.475], [0.110, -0.483, -2.710], [-1.863, -1.248, 4.433], [0.357, 1.818, -1.246], [3.903, 2.703, -2.276], [-4.874, -3.293, 1.231], [1.093, -1.731, 2.527], [-0.256, -1.559, -0.077], [-4.244, -1.490, 4.068], [0.291, 3.245, 1.088], [-5.128, -2.479, 2.349], [3.485, -4.153, 1.916], [1.764, -4.090, 2.231], [-1.047, 3.565, -1.906], [0.270, 3.883, 0.199], [-2.723, 4.335, -5.304], [0.807, -0.053, 2.999], [-2.536, -3.416, 1.828], [4.656, 1.818, -1.494], [-5.683, -3.547, 0.548], [0.495, -4.644, -0.322], [2.072, 0.220, 0.086]], "atomic_forces_ev_per_a": [[-0.7628, -2.6593, 0.8587], [-0.2426, -0.8528, 0.8045], [-0.1046, 0.2453, 0.4987], [-0.1998, -0.4287, -0.1634], [0.1676, -0.9151, 0.4120], [-0.0836, 0.0992, 0.0441], [-1.4846, -0.9466, 0.2156], [0.3840, 0.0846, -0.1590], [-0.0917, 0.0468, -0.0251], [-0.2924, -0.2833, -0.7771], [-0.0735, 0.3683, 0.0296], [-0.1180, -2.2283, 2.0459], [-0.0074, 0.9364, -0.3940], [-0.0032, 0.0726, 0.1954], [0.0772, -0.1602, 0.0203], [-0.7507, 0.0096, -0.0633], [0.4459, -1.7256, -0.2034], [-0.7750, -0.0025, -0.2970], [-0.0386, 0.2817, 0.4654], [-0.0880, -0.0281, 0.0213], [-0.0053, -0.9737, 0.8380], [0.3197, 0.3048, -0.2965], [0.2766, -0.0565, -0.0354], [0.5926, -0.0555, 0.0436], [0.3019, -0.1298, -0.2686], [0.1451, -0.3142, 0.0599], [-0.1547, 0.1420, -0.1339], [-0.1021, -0.0791, 0.0263], [-0.2351, 0.1690, -0.1494], [-1.2018, -0.6822, -1.6883], [1.3269, 1.1581, 0.0384], [0.2557, 0.8771, -0.7009], [-0.0887, -0.0628, 0.0817], [-0.1072, -0.0312, -0.3933], [-1.3244, 0.3428, 0.4966], [-0.2630, 0.8008, 0.3281], [-0.1094, -0.0193, 0.1278], [-1.6006, 0.8343, -2.0589], [0.0655, -0.0407, 0.1076], [0.1727, -0.4327, 0.9035], [0.0479, 0.1501, -0.1726], [0.3920, 0.2516, -0.3638], [0.0698, -0.0504, -0.1434], [0.2836, 0.6582, -1.0172], [-0.6592, -0.5175, 0.5883], [-0.8489, -0.8534, 0.8377], [-0.0689, -0.0590, -0.0263], [3.0195, 4.1797, -2.2122], [1.2076, -0.4519, 1.6483], [-0.0580, -0.0351, -0.3244], [0.0784, 0.1537, 0.0382], [0.3875, -0.1394, -0.1678], [1.5647, -0.1512, 0.3293], [-0.1884, 0.4693, -0.0158], [0.2069, 0.7257, -0.8743], [-0.0145, -0.1987, -0.1774], [0.1604, -0.0852, 0.3112], [-0.3416, 1.5430, -0.0664], [-0.1968, 0.1262, 0.0605], [-0.2797, 0.1143, -0.0749], [0.1129, 0.0052, 0.1736], [0.5590, 0.2958, 0.9111], [0.3431, 0.2041, -0.1168]]}